{"formula": "C5H9N2", "method": "the ωB97M-V functional and the def2-TZVPD basis", "symbols": ["C", "C", "N", "C", "C", "C", "N", "H", "H", "H", "H", "H", "H", "H", "H", "H"], "positions_angstrom": [[1.157, 1.111, 0.587], [0.061, -0.140, 0.075], [-0.699, -0.695, 1.264], [-0.878, 0.284, -0.972], [-0.722, -0.427, -2.064], [0.388, -1.298, -1.744], [0.801, -1.316, -0.515], [0.592, 1.936, 0.985], [1.870, 1.099, -0.241], [1.561, 0.657, 1.514], [-0.637, -0.052, 2.068], [-0.071, -1.568, 1.411], [-1.490, -1.083, 0.756], [-1.386, 1.265, -0.837], [-1.164, -0.413, -3.035], [0.716, -2.100, -2.421]], "atomic_forces_ev_per_a": [[-1.914, -4.382, 0.279], [2.775, 1.404, 0.328], [3.554, -2.107, -1.097], [-1.167, 3.318, 0.606], [0.790, -0.070, -0.368], [0.616, -3.029, 0.487], [-0.904, 1.869, -0.347], [-0.082, 0.857, -0.936], [-0.109, 0.934, 0.474], [0.519, 0.098, -0.714], [-1.249, -0.596, -0.325], [-1.134, 1.477, 0.556], [-1.304, 0.400, 1.389], [-0.219, -1.102, -0.243], [-0.380, 0.384, -0.282], [0.206, 0.546, 0.193]], "e_homo_ha": -0.5341, "charge": 1, "orbital_gap_ev": 10.05, "smiles": "C[C@@]1([NH3+])C=CC=N1", "e_above_lowest_ev": 3.555}

---

{"formula": "C47H37Br2N12OSSn", "method": "the ωB97M-V functional and the def2-TZVPD basis", "symbols": ["Sn", "C", "N", "C", "N", "C", "N", "C", "C", "C", "C", "C", "C", "C", "N", "N", "C", "O", "C", "C", "C", "C", "C", "C", "N", "C", "N", "C", "N", "C", "H", "H", "H", "H", "H", "H", "H", "H", "H", "H", "H", "H", "H", "H", "H", "H", "C", "C", "C", "C", "C", "Br", "N", "C", "H", "H", "H", "H", "H", "H", "S", "C", "C", "C", "C", "C", "C", "C", "C", "C", "N", "H", "H", "H", "H", "H", "H", "Br", "C", "C", "C", "C", "C", "C", "N", "C", "C", "C", "C", "C", "C", "N", "H", "H", "H", "H", "H", "H", "H", "H", "H"], "positions_angstrom": [[-0.400, -0.250, 0.106], [2.661, -2.099, 5.035], [1.876, -1.377, 4.056], [1.713, -1.513, 2.729], [0.854, -0.590, 2.304], [0.516, 0.082, 3.427], [1.117, -0.359, 4.491], [4.167, -2.261, 4.857], [4.734, -3.088, 5.823], [6.081, -3.363, 5.834], [6.896, -2.828, 4.869], [6.366, -1.999, 3.882], [4.987, -1.693, 3.876], [7.339, -1.547, 2.895], [8.591, -1.884, 2.947], [9.208, -1.347, 1.883], [8.319, -0.703, 1.202], [7.084, -0.781, 1.796], [8.596, -0.043, -0.062], [9.907, -0.109, -0.544], [10.221, 0.464, -1.760], [9.237, 1.086, -2.512], [7.937, 1.152, -2.040], [6.852, 1.789, -2.868], [5.722, 0.894, -2.885], [4.592, 0.952, -2.177], [3.915, -0.171, -2.325], [4.692, -0.896, -3.164], [5.791, -0.283, -3.520], [7.618, 0.593, -0.808], [2.227, -3.098, 5.140], [2.482, -1.555, 5.963], [2.169, -2.274, 2.121], [-0.185, 0.893, 3.441], [4.090, -3.521, 6.577], [6.493, -4.009, 6.597], [7.956, -3.028, 4.843], [4.592, -1.030, 3.118], [10.651, -0.611, 0.057], [11.233, 0.414, -2.132], [9.482, 1.519, -3.472], [7.190, 1.943, -3.893], [6.539, 2.749, -2.454], [4.280, 1.810, -1.607], [4.438, -1.882, -3.513], [6.604, 0.633, -0.429], [-0.618, -3.478, -4.897], [-0.840, -2.084, -4.397], [-0.878, -0.987, -5.254], [-0.993, 0.289, -4.731], [-1.059, 0.424, -3.355], [-1.131, 2.159, -2.604], [-1.068, -0.600, -2.521], [-0.968, -1.823, -3.038], [-0.904, -3.565, -5.942], [-1.169, -4.204, -4.301], [0.442, -3.727, -4.823], [-0.811, -1.128, -6.325], [-1.015, 1.163, -5.364], [-0.965, -2.629, -2.316], [-0.443, -4.917, 1.109], [0.648, -4.753, -0.197], [0.771, -3.463, -0.616], [-0.037, -2.539, 0.104], [-0.747, -3.198, 1.079], [-1.627, -2.558, 2.030], [-2.199, -3.224, 3.120], [-2.980, -2.516, 4.010], [-3.175, -1.154, 3.805], [-2.578, -0.570, 2.707], [-1.837, -1.248, 1.837], [1.129, -5.633, -0.592], [1.430, -3.173, -1.424], [-2.009, -4.278, 3.260], [-3.428, -3.011, 4.860], [-3.776, -0.565, 4.481], [-2.686, 0.486, 2.502], [3.414, 5.306, 4.478], [2.012, 4.534, 3.463], [2.310, 3.534, 2.547], [1.282, 2.920, 1.862], [-0.047, 3.308, 2.057], [-0.320, 4.332, 2.967], [0.704, 4.937, 3.675], [-1.034, 2.558, 1.416], [-2.136, 3.058, 1.046], [-3.206, 2.246, 0.451], [-4.488, 2.784, 0.345], [-5.503, 2.008, -0.189], [-5.208, 0.728, -0.622], [-3.901, 0.276, -0.497], [-2.928, 0.999, 0.032], [3.337, 3.233, 2.390], [1.477, 2.102, 1.184], [-1.343, 4.619, 3.168], [0.491, 5.718, 4.390], [-2.359, 4.125, 1.152], [-4.687, 3.793, 0.679], [-6.507, 2.401, -0.274], [-5.971, 0.092, -1.046], [-3.615, -0.715, -0.835]], "atomic_forces_ev_per_a": [[0.563, -0.547, 0.306], [0.188, -0.257, 0.184], [0.294, 0.259, -0.763], [-0.338, 0.375, 0.251], [0.397, -0.472, -0.173], [0.142, -0.025, -0.245], [-0.074, 0.249, 0.885], [0.073, 0.149, -0.393], [-0.351, 0.064, -0.045], [0.007, -0.185, 0.296], [0.203, 0.208, -0.286], [-0.857, 0.118, 0.080], [0.304, -0.349, 0.312], [0.721, 0.036, -0.342], [-0.617, -0.278, 0.844], [0.262, 0.425, -0.781], [0.071, -0.372, 0.513], [0.120, -0.017, -0.066], [-0.118, 0.191, -0.290], [-0.062, 0.052, 0.083], [0.083, -0.067, 0.105], [-0.128, 0.077, 0.040], [0.235, 0.151, 0.037], [0.270, -0.075, -0.037], [-0.500, 0.176, -0.235], [-0.317, -0.423, -0.063], [-0.601, 0.076, 0.242], [-0.142, 0.360, 0.284], [0.723, -0.179, -0.412], [0.050, -0.005, 0.102], [0.032, 0.097, 0.032], [-0.056, -0.113, -0.061], [0.134, -0.080, -0.030], [-0.058, 0.174, 0.041], [-0.015, -0.062, 0.071], [0.042, -0.022, 0.040], [0.002, -0.082, 0.063], [-0.081, 0.003, -0.054], [0.072, -0.020, -0.045], [0.058, -0.012, -0.013], [-0.001, -0.004, -0.067], [-0.022, 0.032, 0.047], [-0.098, -0.089, -0.029], [0.073, 0.072, 0.094], [0.025, -0.043, -0.039], [-0.025, -0.026, -0.023], [0.070, 0.035, 0.038], [-0.018, 0.133, 0.026], [-0.005, 0.012, 0.227], [0.035, 0.053, -0.015], [-0.046, -0.125, -0.015], [-0.008, 0.141, -0.060], [-0.102, 0.138, 0.027], [0.043, -0.171, -0.186], [-0.066, -0.088, -0.002], [-0.038, -0.045, -0.054], [0.008, -0.053, -0.018], [0.016, -0.010, -0.040], [0.004, 0.021, -0.025], [-0.045, -0.089, -0.038], [0.044, 0.445, -0.143], [-0.041, -0.144, 0.110], [0.116, 0.116, -0.144], [-0.573, 0.404, 0.313], [0.334, -0.523, -0.401], [-0.256, -0.009, 0.334], [0.059, 0.114, -0.088], [0.021, 0.081, -0.077], [-0.001, -0.064, 0.010], [-0.211, 0.180, 0.097], [0.133, 0.045, -0.366], [0.092, -0.019, -0.033], [0.031, -0.043, -0.040], [-0.024, -0.032, 0.018], [-0.014, -0.034, 0.024], [0.004, 0.050, 0.010], [-0.037, 0.044, 0.024], [-0.126, -0.014, -0.111], [0.101, -0.009, 0.056], [0.072, 0.116, 0.051], [-0.293, -0.056, -0.047], [0.575, 0.401, 0.395], [-0.110, -0.176, -0.105], [0.139, 0.090, -0.023], [-0.523, -0.512, -0.149], [0.269, 0.277, 0.121], [-0.489, -0.342, -0.284], [0.257, -0.031, -0.006], [-0.010, -0.078, -0.059], [-0.066, 0.048, -0.006], [-0.020, -0.056, -0.029], [0.074, 0.269, 0.240], [-0.018, -0.026, 0.020], [0.078, -0.012, -0.088], [-0.053, 0.019, 0.017], [-0.032, -0.020, 0.035], [0.015, 0.027, 0.007], [0.048, 0.035, 0.024], [-0.017, 0.008, 0.011], [0.016, -0.029, -0.030], [-0.094, -0.040, -0.012]], "e_homo_ha": -0.3729, "charge": 1, "orbital_gap_ev": 7.32, "e_above_lowest_ev": 1.093}

---

{"formula": "C26H31N3NaO5PS", "method": "the ωB97M-V functional and the def2-TZVPD basis", "symbols": ["Na", "N", "C", "C", "C", "C", "C", "C", "P", "C", "C", "C", "C", "C", "C", "C", "C", "C", "C", "C", "C", "H", "H", "H", "H", "H", "H", "H", "H", "H", "H", "H", "H", "H", "H", "H", "H", "O", "N", "C", "C", "C", "C", "C", "H", "H", "H", "H", "H", "C", "S", "C", "O", "H", "H", "H", "H", "H", "H", "O", "N", "O", "C", "O", "H", "H", "H", "H"], "positions_angstrom": [[0.856, -1.760, -0.634], [1.841, 1.779, -0.168], [0.984, 2.800, -0.475], [1.416, 4.127, -0.504], [0.564, 5.144, -0.894], [-0.741, 4.862, -1.262], [-1.185, 3.552, -1.221], [-0.349, 2.515, -0.828], [-0.890, 0.756, -0.707], [-2.207, 0.841, -1.971], [-1.821, 1.210, -3.258], [-2.754, 1.292, -4.272], [-4.083, 0.984, -4.022], [-4.465, 0.579, -2.755], [-3.535, 0.510, -1.733], [-1.905, 0.871, 0.810], [-1.955, 1.976, 1.665], [-2.595, 1.893, 2.885], [-3.195, 0.708, 3.296], [-3.143, -0.403, 2.460], [-2.493, -0.330, 1.247], [2.650, 1.965, 0.397], [1.421, 0.872, -0.039], [2.435, 4.353, -0.218], [0.922, 6.164, -0.902], [-1.409, 5.655, -1.573], [-2.208, 3.327, -1.490], [-0.778, 1.429, -3.443], [-2.450, 1.595, -5.265], [-4.820, 1.059, -4.812], [-5.498, 0.314, -2.560], [-3.848, 0.207, -0.745], [-1.499, 2.907, 1.358], [-2.631, 2.761, 3.532], [-3.697, 0.649, 4.251], [-3.612, -1.327, 2.771], [-2.445, -1.197, 0.599], [1.818, -3.465, -0.324], [1.349, -3.744, 0.862], [0.079, -4.218, 1.011], [-0.455, -4.437, 2.245], [0.302, -4.198, 3.402], [1.607, -3.707, 3.221], [2.101, -3.490, 1.970], [-0.453, -4.368, 0.087], [-1.466, -4.810, 2.320], [-0.113, -4.351, 4.385], [2.232, -3.487, 4.073], [3.076, -3.078, 1.773], [4.991, 0.250, -1.456], [3.575, -0.784, -0.820], [4.353, -2.352, -1.333], [3.723, -0.723, 0.641], [5.902, 0.004, -0.920], [4.738, 1.291, -1.296], [5.102, 0.057, -2.516], [4.466, -2.345, -2.410], [3.654, -3.124, -1.038], [5.305, -2.478, -0.829], [-0.994, -1.789, -1.285], [-0.434, -1.527, -2.407], [0.604, -0.790, -2.316], [0.908, -0.342, 2.472], [0.511, -1.016, 1.305], [0.589, -0.872, 3.374], [0.505, 0.678, 2.505], [1.996, -0.300, 2.453], [-0.449, -1.129, 1.336]], "atomic_forces_ev_per_a": [[1.677, 0.066, 1.935], [0.336, -0.139, 0.087], [-0.415, 0.159, -0.248], [0.123, 0.185, 0.050], [0.095, -0.091, 0.114], [-0.194, 0.188, -0.100], [0.107, 0.105, 0.075], [-0.044, -0.103, 0.069], [-0.655, 1.559, 0.125], [0.034, -0.123, -0.036], [0.012, -0.114, 0.074], [-0.044, 0.039, -0.152], [-0.096, 0.016, -0.094], [-0.205, -0.029, -0.072], [0.132, 0.052, 0.040], [0.041, -0.249, 0.548], [0.053, -0.142, -0.502], [-0.282, -0.144, 0.432], [0.096, 0.100, -0.204], [-0.226, 0.006, 0.420], [0.039, 0.359, -0.347], [-0.018, -0.014, 0.103], [0.132, -0.084, 0.150], [0.118, 0.024, -0.001], [0.054, 0.077, -0.019], [-0.004, 0.013, 0.006], [-0.037, -0.003, -0.011], [0.021, 0.036, -0.104], [0.040, 0.009, -0.049], [0.012, -0.032, -0.036], [-0.010, 0.029, 0.012], [-0.053, -0.004, -0.011], [0.044, 0.025, 0.021], [0.018, 0.034, 0.014], [-0.006, -0.001, 0.049], [0.046, -0.062, -0.011], [-0.009, -0.123, -0.017], [1.451, -0.933, -1.626], [-0.319, -0.437, 1.161], [-0.858, -0.334, -0.002], [-0.043, -0.053, -0.272], [-0.312, 0.027, 0.626], [0.309, 0.044, -0.266], [0.553, 0.016, 0.920], [-0.072, -0.046, -0.136], [-0.121, -0.034, -0.099], [-0.024, -0.039, 0.116], [0.150, 0.058, 0.054], [0.080, 0.051, -0.053], [-0.938, -0.235, 0.059], [2.048, -0.350, -1.373], [-0.428, 0.382, -0.052], [-0.182, 0.289, 1.361], [-0.045, -0.235, 0.176], [-0.095, 0.180, 0.019], [0.040, 0.022, -0.249], [0.072, 0.027, -0.244], [-0.176, -0.237, 0.141], [0.181, 0.185, 0.114], [-0.745, -0.277, -1.805], [-0.385, 0.570, -0.134], [-1.221, -0.510, -1.747], [0.219, 0.217, 0.545], [-0.228, 0.164, 0.498], [0.029, -0.052, -0.077], [0.014, -0.016, -0.044], [-0.013, 0.010, 0.018], [0.130, -0.082, 0.059]], "e_homo_ha": [-0.0375, -0.1547], "charge": -1, "orbital_gap_ev": [3.21, 6.38], "spin_multiplicity": 2}